Molecular formula: C28H46Br8F15Fe2O10
Method: DFT, ωB97M-V/def2-TZVPD

Net charge: -1
HOMO-LUMO gap (alpha / beta) (eV): 5.062 / 5.060
Multiplicity: 9
Total energy (eV): -720130.77064

Geometry (Å):
H -3.930 3.355 4.607
H 3.429 7.173 -0.360
C -3.259 2.761 3.987
H 2.294 -4.387 1.469
C 2.993 7.539 0.569
H 2.764 -3.726 -1.051
O -3.818 -3.545 3.295
H -2.713 -4.749 -2.141
O -3.013 -1.657 2.560
Br 2.434 9.429 0.268
F -1.943 2.969 -4.662
H 5.134 -1.806 0.257
C -0.031 2.519 -3.359
F -0.477 0.748 3.683
F 1.545 0.162 3.099
H -2.904 1.898 4.551
F -0.904 -6.755 1.939
F -3.615 -0.296 5.223
F -0.163 3.106 -5.782
F 0.586 -3.488 -5.434
C 4.368 0.098 0.957
H 3.464 7.604 2.728
H -5.562 -5.138 3.128
Br -5.435 1.167 2.894
H 3.841 -3.514 0.120
O 1.152 1.698 -3.117
H 1.798 4.278 0.748
C 0.554 2.663 1.009
Br 4.611 5.480 1.952
H -1.795 -4.289 -4.311
F 0.789 -6.372 0.622
C -1.847 2.611 -1.727
C -2.748 1.473 -1.267
H -2.178 -6.232 -3.005
Fe -0.806 -2.634 -0.894
F 1.546 -1.586 -5.339
H 2.012 7.121 0.799
Br 4.946 4.575 -5.341
C -1.052 -4.469 -3.535
H 2.812 6.597 -5.015
F 2.091 -3.140 -3.993
Fe 0.553 0.549 -1.456
C -0.104 0.268 1.307
O -0.090 -0.818 0.357
H 4.856 8.035 1.853
Br -1.644 3.744 3.609
H -2.169 -2.704 4.192
C -0.089 -2.106 -3.580
H -4.266 3.181 2.060
H 0.071 3.543 -3.000
C 1.891 -3.535 0.921
H -2.791 -5.203 4.233
H 1.275 5.769 -4.873
H -1.165 -5.758 -1.797
H -3.688 1.957 -1.003
H 0.872 3.870 -0.758
H -1.147 0.580 1.358
C -3.846 2.333 2.601
H 6.018 -0.585 -0.413
C 5.483 -0.805 0.511
H -0.376 3.098 1.373
F -5.198 -1.577 4.933
O 0.405 1.326 0.449
H 1.909 -2.763 1.690
C 2.863 -3.118 -0.152
H -1.661 3.141 -0.794
C 0.264 0.000 2.823
H -4.869 -6.525 3.939
Br 2.519 5.360 -2.738
Br 3.198 0.383 -0.633
H -0.148 -4.949 -3.911
H 4.828 1.039 1.256
H 2.330 2.987 -0.146
H 2.562 4.627 -6.474
H -0.961 -1.717 -4.106
C -1.858 -5.314 -2.512
O 0.545 -3.734 0.409
H -2.312 3.287 -2.445
C -4.631 -5.680 3.293
H -3.170 1.809 1.926
H 2.754 -2.065 -0.409
F 0.890 -6.052 2.694
Br 6.752 -0.940 1.951
F -0.722 1.185 -5.101
C -3.752 -4.701 4.117
H -0.242 -3.828 2.273
C 1.397 3.485 0.117
H -2.334 0.741 -0.573
C -3.122 -2.373 3.780
H -4.239 -4.669 5.092
O 0.204 -1.335 -2.477
C 3.971 7.403 1.784
C -0.311 -4.380 1.336
H -2.995 0.891 -2.155
H 3.657 -0.265 1.700
F -3.638 -2.268 6.230
O -0.604 -3.241 -2.860
F 0.148 -1.265 3.198
C 0.111 -5.911 1.647
C -0.769 2.435 -4.757
C -3.879 -1.611 5.088
H -4.161 -6.029 2.373
H 2.621 3.450 -5.141
C 1.053 -2.566 -4.599
O -1.568 -4.049 0.728
O -0.744 1.948 -2.273
C 2.933 4.443 -5.466
H 1.012 2.682 1.998
C 2.349 5.652 -4.729


Molecular formula: C28H46BrIrN3P2S
Method: DFT, ωB97M-V/def2-TZVPD

Net charge: +4
HOMO-LUMO gap (alpha / beta) (eV): 7.235 / 4.948
Multiplicity: 6
Energy above the lowest of the compared OMol25 structures with the same formula, charge and spin (eV): 0.000
Total energy (eV): -136503.60219

Geometry (Å):
H 3.635 -1.658 0.168
C -3.919 3.383 -3.772
H -3.672 3.826 -2.798
C -6.653 5.751 -4.945
C 5.387 -2.236 -3.361
H 0.559 -2.920 -4.376
H 6.548 -2.274 1.028
C 4.692 -1.940 -0.042
H -4.941 2.543 -6.147
N -6.924 5.262 -6.164
H -5.469 5.643 -3.142
H 1.100 0.891 -3.516
C -3.321 -1.330 -0.606
C 0.097 1.100 -3.144
H -7.242 6.611 -4.636
H -1.262 0.394 2.272
C -1.360 1.597 -1.192
C -0.155 1.186 -1.765
Ir 0.769 0.059 -0.478
C -1.555 -4.155 0.111
C 0.545 -2.338 -2.311
C 0.533 1.361 2.564
H 0.464 -3.380 0.429
H 2.299 1.841 3.494
N -0.594 0.744 2.957
H 4.159 1.029 0.203
H -1.474 1.732 -0.111
H -0.446 -0.967 4.179
H 4.402 -0.276 -3.419
H -0.932 1.068 -5.059
C -6.297 4.162 -6.587
C -0.417 0.126 4.266
P -0.501 -1.706 -0.934
H 0.901 1.189 5.663
C -1.007 1.236 -3.979
C 4.449 -1.164 -2.768
C 5.684 1.914 -1.137
H 5.866 1.988 -2.216
H -1.219 -5.024 0.690
H -3.732 -2.297 -0.285
H 5.101 -2.519 2.020
H 3.427 -1.528 -2.569
H -2.568 -3.905 0.449
H 0.945 -3.284 -1.927
H 1.380 -1.631 -2.434
H -6.514 3.755 -7.589
P 5.199 -0.671 -1.201
H 3.619 1.113 -1.484
C -0.160 -2.513 -3.649
H -4.125 -0.739 -1.068
C -0.571 -3.005 0.356
S 1.017 1.858 1.003
H -2.969 -0.788 0.278
H -3.433 1.885 -1.644
C 0.955 0.638 4.717
C -4.967 4.036 -4.550
C -2.219 1.695 -3.437
C 4.499 0.958 -0.838
H -1.205 0.447 4.955
H -2.154 -0.696 -2.328
H 4.684 -2.955 -0.483
Br 1.909 -1.140 1.366
C -5.349 3.492 -5.790
H 5.528 2.926 -0.742
C -5.667 5.196 -4.104
H 5.181 -2.394 -4.427
H 6.616 1.527 -0.690
H -3.243 2.016 -5.296
H -1.622 -4.446 -0.945
H 1.674 -0.190 4.812
H -0.521 -1.561 -4.068
N 1.345 1.528 3.635
C -2.193 -1.532 -1.618
C 5.542 -1.891 1.232
H 5.617 -0.862 1.602
H -2.360 -2.430 -2.234
H -1.010 -3.192 -3.596
C -2.432 1.731 -2.039
H 5.276 -3.188 -2.828
C -3.188 2.337 -4.254
H 6.442 -1.920 -3.275
H -0.795 -2.493 1.309


Molecular formula: C28H46BrN3P2ReS
Method: DFT, ωB97M-V/def2-TZVPD

Net charge: +4
HOMO-LUMO gap (alpha / beta) (eV): 6.857 / 4.746
Multiplicity: 4
Energy above the lowest of the compared OMol25 structures with the same formula, charge and spin (eV): 3.604
Total energy (eV): -135791.15374

Geometry (Å):
H -2.367 2.128 1.517
H 4.260 0.974 -3.793
H -2.003 3.525 0.440
C 3.727 2.802 -1.452
C -1.563 3.003 -0.442
C 2.259 0.139 -3.447
H 5.633 0.680 -0.598
H 3.461 1.493 0.227
Br 1.322 3.816 -3.267
H 3.692 3.788 -0.997
H -1.476 -0.442 -3.422
H -1.172 -1.941 -4.295
H -0.647 1.275 5.726
H -3.475 0.154 -0.653
C -3.642 0.520 2.136
P 2.342 0.371 -1.548
H -6.183 -1.750 2.370
C 5.313 -0.118 -1.264
H 1.849 -0.873 -3.632
C -4.133 -0.186 4.394
H 4.760 2.474 -1.561
H 2.727 -2.396 0.433
P -0.465 -1.220 -0.676
C -0.430 3.456 -1.038
H 0.026 -1.555 5.424
H 2.090 -2.591 -1.195
H 5.976 -0.966 -1.061
H -4.984 -0.514 0.647
C 1.911 -2.817 -0.147
C -2.956 1.296 1.166
C 3.876 -0.592 -1.007
C -2.196 -2.474 1.235
H -1.483 -3.253 1.534
H -3.178 -2.919 1.409
H -0.077 -3.327 0.354
C -0.226 -1.914 -2.364
C -3.351 0.571 3.520
N -5.037 -1.031 3.936
H -2.083 -1.631 1.928
C -2.209 1.747 -2.451
H 3.832 -1.612 -1.433
N 0.371 1.148 3.913
H 2.046 -3.903 -0.082
H -0.365 -1.778 2.933
H -3.952 -0.077 5.462
H -2.917 -1.411 -0.486
C -1.354 -1.526 -3.300
C -2.985 0.992 -0.168
H -2.487 1.145 3.872
H 0.930 1.963 3.695
H 5.534 0.182 -2.288
C -0.527 -0.796 4.870
H 3.390 0.360 -5.215
H -2.103 -2.921 -0.876
H -1.592 -0.912 5.103
N -0.296 -0.885 3.445
C 3.596 0.184 -4.156
C 0.549 -2.415 0.346
H -0.861 2.030 -4.151
C -4.696 -0.329 1.698
H 0.591 -2.028 1.377
C 0.038 0.595 5.202
H 0.751 -1.576 -2.725
H 0.231 4.174 -0.569
H 2.034 2.414 -0.183
C -2.272 1.948 -1.060
C -2.072 -2.050 -0.211
H 3.774 -0.686 0.085
C 2.893 1.883 -0.625
H 4.123 -0.778 -4.091
C -1.073 2.219 -3.093
S 0.507 0.766 1.297
C 0.093 0.292 2.922
C -0.181 3.022 -2.357
C -5.373 -1.088 2.657
H 1.494 0.833 -3.877
H -2.987 1.175 -2.975
H 0.938 0.475 5.798
H -2.320 -1.925 -2.968
H 3.282 2.902 -2.445
H -0.163 -2.994 -2.189
Re -0.310 1.283 -1.238


Molecular formula: C28H46BrN3P2STi
Method: DFT, ωB97M-V/def2-TZVPD

Net charge: +2
HOMO-LUMO gap (alpha / beta) (eV): 6.680 / 6.393
Multiplicity: 3
Energy above the lowest of the compared OMol25 structures with the same formula, charge and spin (eV): 0.000
Total energy (eV): -156808.98433

Geometry (Å):
C -1.859 1.233 0.592
H -4.075 -0.245 -0.263
Br 0.182 5.581 -4.676
H 3.499 1.706 -3.834
P 1.834 0.707 -1.226
C -0.620 3.349 -1.234
C -2.243 -3.011 -0.090
H -2.270 -1.980 -2.945
C 4.688 -0.065 -1.472
H -0.560 -3.781 -2.376
C 1.969 -3.618 0.172
H 4.845 0.453 -2.431
Ti -0.033 0.030 0.125
C -2.897 0.566 1.389
H 4.991 0.622 -0.662
H -2.406 0.388 -1.314
H 2.338 -2.686 0.629
H -1.437 3.093 -5.036
H 1.789 2.822 -0.096
C -0.464 4.243 -3.476
H -2.331 -3.982 -0.617
H -2.149 1.263 3.316
C 1.028 -0.161 6.270
H 2.482 -4.467 0.658
C -1.205 3.160 -3.970
P -0.533 -2.305 -0.392
C 0.453 -3.729 0.335
C -0.335 -2.709 -2.211
C 1.538 1.109 -3.030
S 0.033 -0.193 2.549
H -2.200 1.314 -3.473
C 2.632 2.264 -0.536
H 1.437 0.865 6.407
H 5.376 -0.930 -1.441
C -0.186 4.352 -2.103
C 3.240 -0.536 -1.289
H -1.975 -3.957 1.871
H -1.925 0.148 4.941
H -0.928 -1.069 6.764
H -0.988 -2.023 -4.184
H 2.815 3.554 -2.293
H -3.930 0.134 4.636
C -4.936 -0.740 1.653
H 4.328 2.704 -1.874
C -1.191 -1.819 -3.118
H -2.958 -2.316 -0.564
C -2.579 -3.163 1.399
C -3.974 -0.158 0.823
H 3.773 4.083 -0.892
H 1.454 -0.879 6.992
C 3.434 3.194 -1.455
C -0.494 -0.108 6.419
H 0.712 0.443 -3.333
N -4.929 -0.664 2.996
C -1.756 1.118 -0.820
H -0.393 3.439 -0.167
C 0.073 -0.343 4.186
H 1.111 2.125 -3.040
H 3.157 -1.102 -0.347
N -0.946 0.020 5.087
C 2.678 1.004 -4.049
H 3.245 1.928 0.322
H -5.770 -1.300 1.206
C -3.927 0.052 3.539
H 0.200 -3.766 1.410
H -0.973 -0.756 -2.919
H 2.269 -3.610 -0.890
H 0.370 5.214 -1.723
H 2.295 1.242 -5.058
H -1.462 2.141 1.063
H 0.076 -4.670 -0.111
C -2.920 0.680 2.801
H 3.102 -0.015 -4.091
H 0.735 -2.557 -2.444
C -1.627 2.163 -3.084
H -2.396 -2.221 1.941
H -0.839 0.730 7.065
N 1.264 -0.515 4.889
H 2.955 -1.252 -2.083
C -1.323 2.211 -1.702
H -3.641 -3.425 1.539
H 2.186 -0.623 4.448


Molecular formula: C28H46F2N4O2S3
Method: DFT, ωB97M-V/def2-TZVPD

SMILES: O=S(=O)(F)N(F)CCCSC(=S)N(c1ccccc1)c1ccccc1.CCN(CC)CC.CCN(CC)CC
Net charge: 0
HOMO-LUMO gap (eV): 7.333
Multiplicity: 1
Energy above the lowest of the compared OMol25 structures with the same formula, charge and spin (eV): 0.000
Total energy (eV): -77774.68224

Geometry (Å):
H 2.571 3.404 0.323
C 2.209 1.331 -0.121
H 8.118 -2.616 -3.784
O 5.732 2.724 4.352
H 8.407 0.299 -2.744
H -7.061 -2.937 -3.217
C -1.203 2.198 2.411
H -10.552 -0.522 -0.546
H -2.487 3.759 1.703
H 6.957 -3.465 -4.792
S -0.642 2.498 -0.919
H 4.634 3.228 1.380
H 3.637 -0.259 -3.970
H 6.752 -1.456 -0.842
H -3.406 -3.529 2.305
H -6.508 -0.866 1.600
H -8.522 -0.203 0.745
H -5.610 -2.181 0.898
C -1.788 3.448 2.468
H -3.492 -1.786 4.035
C 0.029 2.674 4.411
H -8.199 -3.311 -1.180
H -5.869 -1.856 -2.513
H 1.925 1.731 -1.089
H -5.973 0.518 -0.520
H -7.537 -1.318 -2.723
C -5.372 -0.305 -0.130
C -0.556 3.929 4.473
H 8.812 -1.327 -2.178
H -1.638 -0.725 -0.395
H -10.132 -2.062 0.215
C -0.523 1.431 0.291
H 6.107 -3.001 -2.424
C 6.017 -2.287 -3.246
C 7.142 -2.530 -4.259
C -1.462 4.315 3.495
C -7.275 -2.737 -1.077
C 8.291 -0.405 -1.920
H 4.698 -0.896 -5.234
H -2.620 0.465 3.610
H 2.997 0.593 -0.298
C -9.818 -1.328 -0.529
O 6.652 1.638 2.339
N 5.899 -0.960 -2.664
C 5.735 0.128 -3.611
C -2.574 -0.275 2.822
C -6.910 -2.170 -2.455
H 5.066 -2.528 -3.729
H -9.836 -1.804 -1.511
H 7.196 -1.736 -5.006
S 5.677 1.714 3.367
H -1.910 5.300 3.540
C -3.033 -2.536 2.090
N -1.545 1.344 1.291
H -4.839 -0.766 -0.961
C 2.675 2.449 0.834
H -2.500 -2.942 0.045
C -0.287 1.809 3.384
H 0.733 2.365 5.173
H -0.297 4.594 5.287
H 5.576 1.041 -3.031
N 4.091 1.747 2.708
C -2.024 0.040 1.584
H 4.671 1.581 0.703
H -6.519 -3.466 -0.773
H -8.155 -0.044 -0.964
H 4.393 0.832 -5.139
F 5.616 0.336 4.071
H 0.167 0.828 3.335
C -3.071 -1.554 3.064
C -6.227 -1.317 0.642
C 4.547 -0.068 -4.541
H 2.019 2.453 1.708
C -8.446 -0.769 -0.186
C -2.031 -0.935 0.592
N -7.448 -1.802 0.021
H 6.427 0.240 -1.079
H -4.620 0.117 0.538
C 4.110 2.274 1.334
H 8.796 0.020 -1.051
C -2.524 -2.210 0.845
S 0.850 0.341 0.531
H 6.636 0.304 -4.220
F 3.658 0.408 2.590
C 6.816 -0.653 -1.582


Number 1: F_max 5.31 eV/Å. Number 2: F_max 3.61 eV/Å. Number 3: F_max 6.99 eV/Å. Number 4: F_max 4.13 eV/Å. Number 5: F_max 0.73 eV/Å.